Entry 1:
Entry from the OMol25 dataset: a 7-piece molecular cluster, C12H22Cl16O2 overall in a non-equilibrium geometry (ωB97M-V/def2-TZVPD).

Atoms and positions in Å:
Cl1 -24.617 -23.001 5.421
Cl2 -28.501 -27.536 5.668
Cl3 -29.369 -29.985 6.951
Cl4 -17.971 -23.623 5.592
Cl5 -20.547 -24.658 4.835
Cl6 -21.452 -28.901 6.460
Cl7 -27.576 -28.173 8.307
Cl8 -27.160 -25.703 10.463
Cl9 -18.260 -25.215 3.184
Cl10 -19.354 -24.830 11.448
Cl11 -18.529 -26.476 5.757
Cl12 -24.093 -23.527 10.697
Cl13 -16.507 -25.186 9.892
Cl14 -24.344 -25.942 3.972
Cl15 -30.331 -27.428 7.882
Cl16 -24.130 -31.472 8.435
O1 -24.749 -26.771 8.713
O2 -22.433 -24.991 8.483
C1 -25.536 -23.804 11.705
C2 -23.506 -29.864 7.979
C3 -28.949 -28.303 7.187
C4 -22.769 -26.038 7.592
C5 -18.077 -25.032 9.019
C6 -18.808 -24.971 4.853
C7 -19.095 -24.215 9.798
C8 -24.263 -26.218 7.505
C9 -26.016 -25.222 11.758
C10 -24.990 -24.464 3.158
C11 -21.997 -29.874 7.856
C12 -24.314 -23.230 3.685
H1 -24.673 -25.197 7.391
H2 -25.263 -23.507 12.718
H3 -23.966 -29.599 7.032
H4 -20.057 -24.319 9.301
H5 -26.522 -25.382 12.711
H6 -22.384 -26.992 7.969
H7 -24.587 -26.757 6.608
H8 -23.237 -23.271 3.550
H9 -24.809 -24.632 2.104
H10 -26.314 -23.107 11.404
H11 -17.850 -24.698 8.017
H12 -21.644 -30.883 7.658
H13 -23.138 -24.926 9.146
H14 -22.360 -25.860 6.602
H15 -25.221 -25.964 11.751
H16 -24.693 -22.342 3.182
H17 -23.831 -29.136 8.718
H18 -25.554 -26.299 8.958
H19 -18.820 -23.165 9.860
H20 -18.472 -26.047 8.946
H21 -21.503 -29.528 8.759
H22 -26.049 -24.436 3.393

Its energy relative to the best compared isomer or geometry (same formula, charge and spin) is 0.0 kJ/mol. The largest force on an atom is 0.0296 hartree/bohr. The calculation puts the total energy at -7983.9498 hartree. The LUMO energy is 0.220 eV. The value obtained for the highest occupied orbital energy is -9.874 eV. Its spin multiplicity is 1.

Atom-resolved charges from Mulliken, all expressed in e:
1. Cl -0.15
2. Cl -0.10
3. Cl -0.10
4. Cl -0.12
5. Cl -0.03
6. Cl -0.18
7. Cl -0.04
8. Cl -0.18
9. Cl -0.11
10. Cl -0.20
11. Cl -0.09
12. Cl -0.18
13. Cl -0.22
14. Cl -0.15
15. Cl -0.12
16. Cl -0.23
17. O -0.19
18. O -0.38
19. C -0.37
20. C 0.05
21. C 0.34
22. C 0.53
23. C 0.11
24. C 0.30
25. C -0.11
26. C -0.65
27. C -0.55
28. C -0.49
29. C -0.48
30. C -0.38
31. H 0.44
32. H 0.30
33. H 0.20
34. H 0.00
35. H 0.39
36. H 0.01
37. H 0.22
38. H 0.20
39. H 0.34
40. H 0.34
41. H -0.13
42. H 0.42
43. H 0.10
44. H -0.06
45. H 0.30
46. H 0.35
47. H -0.06
48. H -0.08
49. H 0.34
50. H 0.21
51. H 0.32
52. H 0.29

Entry 2:
Entry from the OMol25 dataset: C34H40N4O3P2Pd as an isolated structure in a non-equilibrium geometry (ωB97M-V/def2-TZVPD).

Atoms and positions in Å:
Pd1 -0.141 1.488 -2.800
P1 2.022 -0.400 -0.111
P2 -1.225 -1.033 0.431
O1 -0.308 -1.272 3.743
O2 -2.525 1.892 5.018
O3 -1.674 0.456 3.220
N1 -2.516 -2.078 0.829
N2 3.131 0.717 -0.808
N3 -2.199 0.273 -0.387
N4 2.893 -1.555 0.703
C1 1.501 2.202 -3.719
C2 -1.306 -0.852 7.836
C3 -1.860 1.614 -0.166
C4 4.425 2.564 -1.068
C5 5.039 1.473 -1.765
C6 -2.079 1.051 5.937
C7 1.032 -1.250 -1.357
C8 -3.820 -2.296 0.363
C9 -0.410 -1.753 -1.043
C10 -0.490 2.536 -5.298
C11 -2.295 1.304 7.316
C12 4.230 0.361 -1.603
C13 -3.174 0.272 -1.381
C14 4.199 -2.418 2.305
C15 -3.495 1.584 -1.725
C16 4.039 -3.396 1.271
C17 0.978 -0.054 -4.967
C18 3.233 -2.848 0.290
C19 -1.368 0.408 -4.088
C20 3.488 -1.296 1.947
C21 -0.496 -0.537 -4.828
C22 -1.405 -0.136 5.517
C23 -1.096 -0.352 4.055
C24 -4.510 -3.064 1.291
C25 -2.393 -2.776 2.056
C26 3.248 2.092 -0.524
C27 -1.907 0.351 8.250
C28 -2.654 2.432 -0.955
C29 1.509 0.791 -3.843
C30 -1.395 1.799 -4.352
C31 -3.602 -3.362 2.361
C32 0.893 3.074 -4.763
C33 1.274 0.632 1.097
C34 -1.054 -1.079 6.481
H1 -2.254 1.403 4.079
H2 -5.543 -3.376 1.233
H3 3.331 -0.354 2.453
H4 -1.455 -2.734 2.585
H5 0.731 0.005 1.806
H6 2.270 0.298 -3.233
H7 -2.775 2.244 7.593
H8 -0.943 -0.748 -5.815
H9 0.922 -0.528 -2.194
H10 1.587 3.175 -5.612
H11 1.588 -0.969 -4.998
H12 -2.333 2.285 -4.078
H13 2.052 1.178 1.635
H14 -1.029 -1.595 8.586
H15 2.504 2.615 0.060
H16 -0.306 1.912 -6.173
H17 2.187 2.632 -2.984
H18 4.795 3.578 -0.989
H19 -0.571 -1.997 6.158
H20 -1.057 -1.561 -1.916
H21 1.125 0.423 -5.938
H22 -3.579 -0.635 -1.793
H23 1.619 -2.080 -1.791
H24 -3.808 -3.930 3.255
H25 4.755 -2.517 3.221
H26 -4.154 -1.910 -0.581
H27 -2.293 0.013 -3.671
H28 0.612 1.386 0.664
H29 -0.425 -2.840 -0.873
H30 -1.126 1.865 0.577
H31 4.455 -4.389 1.269
H32 -0.509 -1.495 -4.286
H33 -1.052 3.417 -5.635
H34 -2.609 3.511 -0.976
H35 0.711 4.057 -4.304
H36 -4.225 1.913 -2.457
H37 5.961 1.514 -2.326
H38 -2.079 0.562 9.308
H39 2.864 -3.235 -0.650
H40 4.316 -0.650 -1.974

Its energy relative to the best compared isomer or geometry (same formula, charge and spin) is 118.0 kJ/mol. The largest force on an atom is 0.0882 hartree/bohr. Its expectation value of S² is 2.006. The calculation puts the total energy at -2574.7130 hartree. The LUMO energy (alpha / beta) is -0.192 / -1.311 eV. The value obtained for the highest occupied orbital energy (alpha / beta) is -5.259 / -6.761 eV. Its spin multiplicity is 3.

Atom-resolved charges from Mulliken, all expressed in e:
1. Pd 0.01
2. P 1.62
3. P -0.04
4. O -0.78
5. O -0.74
6. O -0.81
7. N 0.58
8. N 0.59
9. N 0.75
10. N 0.66
11. C -0.55
12. C -0.69
13. C -0.73
14. C -0.61
15. C -0.77
16. C 0.39
17. C 2.03
18. C -0.19
19. C -1.43
20. C -1.16
21. C -0.69
22. C -0.48
23. C -0.34
24. C -0.66
25. C -1.15
26. C -0.70
27. C -1.24
28. C -0.43
29. C 0.13
30. C -0.53
31. C -1.19
32. C 0.16
33. C 0.84
34. C -0.60
35. C -0.49
36. C -0.63
37. C -0.26
38. C -0.69
39. C -0.43
40. C -0.37
41. C -0.85
42. C -0.89
43. C -1.97
44. C -0.30
45. H 0.42
46. H 0.44
47. H 0.41
48. H 0.51
49. H 0.61
50. H 0.95
51. H 0.40
52. H 0.47
53. H -2.40
54. H 0.33
55. H 0.46
56. H 0.50
57. H 0.85
58. H 0.36
59. H 0.35
60. H 0.34
61. H 0.39
62. H 0.47
63. H 0.40
64. H 0.39
65. H 0.39
66. H 0.56
67. H 0.93
68. H 0.44
69. H 0.46
70. H 0.28
71. H 0.47
72. H -0.12
73. H 0.47
74. H 0.69
75. H 0.46
76. H 0.38
77. H 0.40
78. H 0.46
79. H 0.37
80. H 0.54
81. H 0.47
82. H 0.35
83. H 0.44
84. H 0.51

Entry 3:
Entry from the OMol25 dataset: a 2-piece molecular cluster, C5H13NO overall in a non-equilibrium geometry (ωB97M-V/def2-TZVPD).

Atoms and positions in Å:
O1 1.387 0.224 0.979
N1 1.079 -1.524 2.396
C1 -1.219 0.244 -0.198
C2 2.434 -1.820 0.392
C3 -2.090 1.952 -1.884
C4 1.657 -0.915 1.299
C5 -0.940 1.569 -0.914
H1 -2.865 2.449 -1.296
H2 -2.062 -0.314 -0.627
H3 0.384 -0.971 2.869
H4 -1.804 2.481 -2.788
H5 1.732 -2.405 -0.196
H6 -0.029 1.503 -1.500
H7 -1.632 0.391 0.796
H8 -2.689 1.078 -2.162
H9 3.204 -2.493 0.779
H10 1.705 -2.099 2.933
H11 -0.402 -0.443 -0.358
H12 3.045 -1.283 -0.332
H13 -0.894 2.376 -0.188

Its energy relative to the best compared isomer or geometry (same formula, charge and spin) is 84.1 kJ/mol. The largest force on an atom is 0.0319 hartree/bohr. The calculation puts the total energy at -328.2868 hartree. The LUMO energy is 0.860 eV. The value obtained for the highest occupied orbital energy is -9.917 eV. Its spin multiplicity is 1.

Atom-resolved charges from Mulliken, all expressed in e:
1. O -0.55
2. N -0.42
3. C -0.90
4. C -1.04
5. C -1.11
6. C 0.59
7. C -0.21
8. H 0.30
9. H 0.44
10. H 0.24
11. H 0.31
12. H 0.26
13. H 0.28
14. H 0.29
15. H 0.31
16. H 0.38
17. H 0.22
18. H 0.04
19. H 0.31
20. H 0.25

Entry 4:
Entry from the OMol25 dataset: a 10-piece molecular cluster, C36H84N10O15 overall in a non-equilibrium geometry (ωB97M-V/def2-TZVPD).

Atoms and positions in Å:
O1 -4.577 -3.245 2.267
O2 -4.039 3.560 -3.227
O3 -0.115 4.556 -2.063
O4 0.652 3.855 -4.003
O5 0.356 -6.357 -3.570
O6 3.391 2.237 -5.193
O7 -1.959 -1.796 -3.455
O8 -0.879 -2.225 -5.215
O9 -0.424 1.101 3.450
O10 -0.425 -0.479 -4.264
O11 -3.820 -2.646 0.416
O12 -0.782 3.158 3.255
O13 0.752 2.428 4.584
O14 0.954 2.751 -2.259
O15 -3.006 -4.361 1.453
N1 2.318 -6.233 -5.003
N2 0.484 3.730 -2.798
N3 1.187 1.368 -5.503
N4 -2.459 4.602 -4.795
N5 -3.812 -3.417 1.355
N6 -2.688 0.829 0.161
N7 0.548 -4.392 4.466
N8 -0.093 2.254 3.718
N9 -1.098 -1.514 -4.289
N10 3.470 3.601 0.809
C1 0.780 -0.964 -0.916
C2 -0.128 0.009 -0.107
C3 0.168 -3.427 2.237
C4 -1.818 -4.132 5.565
C5 -3.173 3.392 -4.105
C6 2.824 4.545 1.883
C7 1.429 5.084 1.497
C8 -0.417 -4.854 5.547
C9 2.216 -1.237 -0.466
C10 2.632 1.340 -4.888
C11 1.503 -4.181 -3.575
C12 -2.809 5.965 -4.183
C13 4.817 3.052 1.274
C14 3.131 1.387 1.852
C15 -1.636 -0.027 -0.635
C16 -4.020 -3.869 6.964
C17 -4.039 0.851 -0.568
C18 -2.112 2.326 0.131
C19 -0.021 -4.650 3.041
C20 1.253 -5.596 -4.034
C21 -3.118 0.368 1.596
C22 1.865 -5.247 4.690
C23 2.682 2.272 0.708
C24 -4.648 0.472 1.716
C25 -5.199 1.113 0.395
C26 1.000 6.204 2.451
C27 -2.609 -4.606 6.752
C28 3.666 4.269 -0.551
C29 0.208 -2.227 3.207
C30 2.892 0.188 -3.856
C31 -0.403 6.741 2.263
C32 0.778 -2.855 4.446
C33 4.438 1.994 2.307
C34 1.247 0.541 -6.808
C35 2.576 -7.661 -4.637
C36 -2.628 2.019 -4.552
H1 2.446 1.417 2.699
H2 1.833 -2.808 4.176
H3 -4.763 0.980 2.673
H4 1.992 -6.015 -5.935
H5 0.223 -1.901 -0.945
H6 -2.934 2.902 0.557
H7 0.835 -0.602 -1.943
H8 -2.614 5.930 -3.111
H9 3.104 1.986 -0.255
H10 4.300 2.415 3.303
H11 -4.676 -4.541 7.518
H12 1.613 2.483 0.745
H13 1.745 -8.247 -5.030
H14 -0.142 -0.312 0.935
H15 0.128 -4.716 6.481
H16 1.096 5.789 3.454
H17 -2.780 -0.645 1.816
H18 -2.410 -4.267 4.659
H19 2.628 4.007 2.811
H20 4.163 3.677 -1.320
H21 2.819 -0.330 -0.430
H22 -1.465 4.426 -4.772
H23 1.561 5.554 0.522
H24 -2.952 1.899 -5.586
H25 0.712 4.269 1.403
H26 5.254 1.271 2.315
H27 -0.500 -5.937 5.457
H28 -2.710 1.111 2.281
H29 0.655 -3.797 -3.007
H30 1.667 7.055 2.310
H31 1.283 -0.512 -6.528
H32 3.540 -7.969 -5.041
H33 5.280 2.548 0.426
H34 0.425 0.868 -7.445
H35 2.780 0.584 -2.847
H36 -2.182 6.703 -4.682
H37 -2.693 -5.690 6.674
H38 -3.026 1.198 -3.956
H39 0.508 -2.311 5.351
H40 -3.841 -2.992 7.586
H41 2.665 4.517 -0.902
H42 2.284 -4.113 -2.819
H43 4.167 5.225 -0.399
H44 -1.815 0.290 -1.663
H45 2.190 0.685 -7.335
H46 0.287 1.010 0.012
H47 -4.172 -0.106 -1.073
H48 2.828 -1.990 -0.962
H49 -1.080 -4.904 3.038
H50 0.530 -5.460 2.563
H51 3.189 -5.736 -4.887
H52 0.636 0.855 -4.831
H53 3.178 0.338 1.558
H54 2.259 -4.980 5.671
H55 -4.561 -3.704 6.033
H56 3.511 5.366 2.086
H57 5.419 3.848 1.713
H58 -1.968 -1.065 -0.650
H59 2.177 -1.500 0.592
H60 -5.430 2.177 0.431
H61 -1.962 -4.393 7.602
H62 -0.599 -3.302 1.474
H63 -3.843 6.211 -4.426
H64 2.441 -5.012 3.795
H65 -1.545 1.902 -4.532
H66 2.682 -7.635 -3.552
H67 -0.690 7.528 2.961
H68 0.916 -1.484 2.841
H69 -0.785 -1.796 3.337
H70 -1.734 2.643 -0.841
H71 -5.077 -0.522 1.848
H72 -1.772 -3.047 5.664
H73 2.250 -0.646 -4.140
H74 -1.209 6.012 2.351
H75 1.579 -6.296 4.608
H76 -6.183 0.716 0.147
H77 -0.438 7.280 1.317
H78 -4.101 1.461 -1.470
H79 1.003 2.344 -5.689
H80 3.872 -0.232 -4.083
H81 -1.358 2.352 0.918
H82 1.068 -3.510 1.627
H83 1.692 -3.526 -4.426
H84 -2.663 4.752 -5.773

The largest force on an atom is 0.1290 hartree/bohr. The calculation puts the total energy at -3097.0172 hartree. The LUMO energy is -5.249 eV. The value obtained for the highest occupied orbital energy is -10.335 eV. Its spin multiplicity is 1. Its total charge is +2.

Atom charges from the Mulliken analysis, given in e for atoms 1 to 99:
1. O -0.66
2. O -0.47
3. O -0.66
4. O -0.84
5. O -0.43
6. O -0.49
7. O -0.59
8. O -0.73
9. O -0.49
10. O -0.55
11. O -0.64
12. O -0.62
13. O -0.73
14. O -0.30
15. O -0.74
16. N -0.14
17. N 0.89
18. N 0.56
19. N -0.01
20. N 1.10
21. N 0.98
22. N 0.75
23. N 0.95
24. N 0.63
25. N 0.37
26. C 0.89
27. C 3.18
28. C 0.19
29. C 0.13
30. C 0.56
31. C -1.11
32. C 0.73
33. C -1.18
34. C -1.04
35. C 0.40
36. C -0.89
37. C -0.79
38. C -0.67
39. C 0.03
40. C -1.42
41. C -1.20
42. C -0.41
43. C -0.76
44. C -1.15
45. C 0.36
46. C 0.53
47. C -1.11
48. C 0.85
49. C -0.76
50. C -0.99
51. C -0.59
52. C -0.81
53. C -0.89
54. C 1.22
55. C 0.28
56. C -1.45
57. C -1.39
58. C -0.82
59. C -0.73
60. C -0.77
61. C -0.57
62. H -0.07
63. H 0.47
64. H 0.43
65. H 0.35
66. H 0.52
67. H 0.64
68. H -0.78
69. H 0.30
70. H 0.20
71. H 0.37
72. H 0.38
73. H -0.92
74. H 0.32
75. H -0.49
76. H 0.51
77. H 0.41
78. H -0.44
79. H 0.32
80. H 0.46
81. H 0.44
82. H -0.20
83. H 0.17
84. H 0.33
85. H 0.53
86. H -0.57
87. H 0.39
88. H 0.42
89. H 0.14
90. H 0.24
91. H 0.38
92. H 0.24
93. H 0.36
94. H 0.42
95. H 0.36
96. H -0.46
97. H 0.39
98. H 0.37
99. H 0.25

- Which of these has the highest total energy?
  C5H13NO